Record 1
DFT (wB97M-V/def2-TZVPD) results for a molecular structure, C36H36Cl2FeN5OS2.

XYZ file:
```
83
C36H36Cl2FeN5OS2 | OMol25 | wB97M-V/def2-TZVPD
Fe -0.2350 -0.1073 0.1818
C -1.4553 3.2769 2.3084
C -1.8796 2.1294 3.1760
C -2.9657 2.2493 4.0348
C -3.3875 1.1777 4.8077
C -2.7151 -0.0319 4.7116
C -1.6207 -0.1858 3.8693
C -0.9047 -1.4986 3.7495
C -1.1894 0.9116 3.1053
N -0.1072 0.7798 2.2266
C 1.1367 0.7514 2.6936
C 1.4578 1.0031 4.1483
C 2.2045 0.5689 1.7807
C 3.6217 0.5632 2.3033
N 1.9253 0.3403 0.5006
C 2.8815 0.5342 -0.4940
C 3.5042 1.7802 -0.6846
C 3.1983 2.9661 0.1928
C 4.4156 1.9405 -1.7252
C 4.7225 0.8978 -2.5817
C 4.0944 -0.3280 -2.3958
C 3.1751 -0.5262 -1.3770
C 2.4937 -1.8504 -1.2090
H -2.0068 4.1826 2.5678
H -1.6393 3.0461 1.2580
H -0.3848 3.4740 2.3921
H -3.4872 3.1995 4.0883
H -4.2351 1.2835 5.4752
H -3.0483 -0.8875 5.2900
H -1.5001 -2.3062 4.1788
H 0.0588 -1.4771 4.2695
H -0.6753 -1.7289 2.7035
H 0.5511 1.0342 4.7510
H 1.9776 1.9585 4.2755
H 2.1091 0.2275 4.5573
H 3.7727 -0.2850 2.9782
H 3.8693 1.4708 2.8611
H 4.3319 0.4658 1.4831
H 2.2791 2.8213 0.7557
H 3.0726 3.8621 -0.4183
H 4.0122 3.1518 0.9023
H 4.8719 2.9158 -1.8690
H 5.4317 1.0377 -3.3897
H 4.3170 -1.1590 -3.0582
H 2.9284 -2.5914 -1.8839
H 1.4250 -1.7653 -1.4175
H 2.5539 -2.2119 -0.1815
O 0.1736 0.1952 -2.0444
N 0.1088 1.0602 -3.0252
C 0.2708 0.5653 -4.2758
C 0.2557 1.3601 -5.3897
C 0.0693 2.7377 -5.2070
C -0.1022 3.2291 -3.9414
C -0.1071 2.4073 -2.7833
S -0.4009 2.9389 -1.2162
H 0.4272 -0.5040 -4.2831
H 0.3931 0.9142 -6.3641
H 0.0691 3.4102 -6.0562
H -0.2512 4.2852 -3.7643
S -2.8662 0.3499 0.4677
C -3.5074 -0.0241 -1.0148
N -2.8049 0.2518 -2.1564
C -3.2111 -0.0340 -3.4172
C -4.4205 -0.6062 -3.6426
C -5.2066 -0.9352 -2.5062
C -4.7744 -0.6613 -1.2445
H -1.8427 0.5355 -1.9812
H -2.5157 0.2271 -4.2022
H -4.7445 -0.8245 -4.6490
H -6.1555 -1.4401 -2.6464
H -5.3426 -0.9375 -0.3691
Cl -1.6995 -2.7426 -2.1708
C -1.0824 -3.8155 -0.9162
C -1.2988 -5.1594 -1.0918
C -0.7909 -6.1020 -0.1947
C -0.0109 -5.6141 0.8580
C 0.1906 -4.2695 1.0279
Cl 1.2732 -3.7712 2.3285
C -0.3957 -3.1939 0.2199
N -0.2772 -1.9535 0.4847
H -1.8686 -5.4808 -1.9567
H -0.9750 -7.1599 -0.3206
H 0.4644 -6.2994 1.5514
```

## Properties
Total energy: -128517.43250 eV
Strongest force on any atom: 0.01050 Eh/bohr
Frontier orbital gap (alpha / beta): 0.1671 / 0.1738 hartree
Spin multiplicity: 6
<S²>: 8.78
Net charge: -2

Record 2
DFT (wB97M-V/def2-TZVPD) results for C4H5NS in the gas phase in a non-equilibrium geometry.

XYZ file:
```
11
C4H5NS | OMol25 | wB97M-V/def2-TZVPD
C -1.1597 0.7834 -0.0344
C 0.6652 -0.0789 -1.0796
C -0.5956 0.0063 1.0558
C 0.8358 -0.6955 0.2874
N -0.5073 0.7554 -1.1514
S 1.0135 0.5710 1.6211
H -2.1273 1.1972 0.1602
H 1.5114 0.7041 -1.2150
H 0.4272 -0.8753 -1.8403
H -1.1958 -0.5571 1.6648
H 1.1327 -1.8107 0.5314
```

## Properties
Total energy: -16551.92183 eV
Strongest force on any atom: 0.09015 Eh/bohr
Energy relative to the best compared isomer or geometry (same formula, charge and spin): 2.1431 eV
Frontier orbital gap: 0.3598 hartree
Net charge: 0
SMILES: C1=NC[C@H]2S[C@@H]12

Record 3
DFT (wB97M-V/def2-TZVPD) results for C4HNO in the gas phase in a non-equilibrium geometry.

XYZ file:
```
7
C4HNO | OMol25 | wB97M-V/def2-TZVPD
O 1.1664 0.9273 -1.5553
C 0.6232 0.1638 -0.8048
C -0.2494 0.5318 0.2834
C -0.9604 0.8168 1.2071
C 0.6761 -1.3150 -0.7851
N 0.3322 -2.3384 -0.3686
H -1.5714 1.1650 2.0076
```

## Properties
Total energy: -7698.16298 eV
Strongest force on any atom: 0.02268 Eh/bohr
Energy relative to the best compared isomer or geometry (same formula, charge and spin): 0.4066 eV
Frontier orbital gap: 0.3798 hartree
Net charge: 0
SMILES: C#CC(=O)C#N

Record 4
DFT (wB97M-V/def2-TZVPD) results for C4H5NS in the gas phase in a non-equilibrium geometry.

XYZ file:
```
11
C4H5NS | OMol25 | wB97M-V/def2-TZVPD
C 1.6556 0.0266 0.8163
C -0.7157 1.2365 1.1105
C 0.0749 -0.8089 -0.9914
C 0.4930 -0.1226 0.0626
N 0.1936 1.7702 1.9992
S 1.6374 1.1618 2.0556
H 2.5913 -0.4796 0.6644
H -1.0983 1.9234 0.3674
H -1.4701 0.5935 1.5490
H 0.7065 -1.5330 -1.4916
H -0.9213 -0.6959 -1.3815
```

## Properties
Total energy: -16550.13864 eV
Strongest force on any atom: 0.07915 Eh/bohr
Energy relative to the best compared isomer or geometry (same formula, charge and spin): 3.9263 eV
Frontier orbital gap (alpha / beta): 0.2699 / 0.2704 hartree
Net charge: 0
SMILES: C=C=CSN=C

Which formula does entry 4 have?
C4H5NS

Look up the strongest force on any atom of the first one.
0.01050 Eh/bohr

Which of these has the highest total energy?
C4HNO